No. 1
Here is C32H27Cl3F5N4O2STi as an isolated structure from OMol25. Energies are from wB97M-V/def2-TZVPD.

The expectation value of S² is 2.02. The orbital gap (spin up / spin down) is 4.4 / 6.6 eV.

ORCA input file:
```
! wB97M-V def2-TZVPD RIJCOSX def2/J DEFGRID3
* xyz -1 3
Ti 0.40613 0.12693 -0.06305
Cl 1.06808 -2.32324 -5.29480
Cl -0.20313 0.26166 -4.97770
Cl 2.52541 -0.15190 -4.09676
S -1.42527 1.80238 -1.59099
F -0.51653 4.90031 -5.57266
F -2.15192 3.59439 -3.92939
F 1.60182 2.03373 -1.47788
F 3.21525 3.32707 -3.16097
F 2.19145 4.80364 -5.22722
O 0.65491 -0.48113 -1.93610
O -0.38054 -2.28906 -2.77507
N -0.03550 2.28277 1.18716
N 1.13207 -1.90159 0.44280
N 2.41542 0.37093 0.73127
N 0.19517 -0.11499 2.28106
C -0.96337 2.02484 2.10033
C 1.46388 -3.57141 2.11160
C 0.31066 -1.30149 -2.84960
C 2.24339 -4.31013 1.24121
C 0.91020 -0.89867 -4.24452
C -1.77452 4.26355 1.98183
C -4.59916 -1.92728 -1.11035
C -0.75965 4.55201 1.07972
C 4.91267 -0.58016 1.75117
C -4.72703 -1.42481 1.34119
C 1.37386 4.14064 -4.38820
C 1.91156 -2.60584 -0.38522
C -1.88131 2.99056 2.50758
C 2.62636 0.12430 2.07518
C -0.97520 0.64733 2.71123
C 0.92522 -2.36889 1.67767
C -0.36465 2.73846 -2.61602
C 0.00023 4.19156 -4.55436
C 3.50628 0.11804 -0.08395
C -0.83142 3.50960 -3.68585
C 1.88721 3.39968 -3.33977
C 0.03771 -1.54630 2.56071
C 3.79983 -0.34597 2.58820
C 2.48032 -3.81661 -0.02987
C -2.57482 -1.36613 0.15281
C -3.87195 -2.05534 0.23617
C -3.63764 -3.54057 0.54263
C -1.50530 -0.79003 0.08257
C 1.43342 0.40850 2.92272
C 4.70853 -0.33234 0.37699
C 1.02408 2.73411 -2.48952
C 0.07560 3.51863 0.69508
H -4.25550 -1.55412 2.31817
H -2.48169 5.03136 2.27056
H -0.99946 -1.81668 2.34970
H 0.26245 -1.76012 3.61509
H -3.12836 -3.66069 1.50067
H 1.28031 -3.89881 3.12665
H 2.67719 -5.25015 1.55836
H -4.85066 -0.35603 1.16325
H -4.58888 -4.07786 0.58571
H 3.85515 -0.53481 3.65496
H -4.79348 -0.87914 -1.33752
H -3.98167 -2.33192 -1.91119
H 1.29536 1.48512 3.04450
H 0.85020 3.67117 -0.04450
H -3.01393 -3.98863 -0.23003
H -0.99218 0.75650 3.80865
H 3.34148 0.30286 -1.13867
H 5.50225 -0.48817 -0.34339
H -2.64943 2.72842 3.22286
H -5.54875 -2.46790 -1.07761
H -0.63464 5.53109 0.64088
H 1.54295 -0.03409 3.92115
H -5.71610 -1.89046 1.37169
H 3.09991 -4.33714 -0.74535
H 2.08911 -2.17140 -1.35620
H -1.87202 0.11237 2.39571
H 5.85258 -0.94252 2.13684
*
```

***

No. 2
Here is an isolated ion of composition C7H8N3O3S and charge -1 at a distorted geometry from OMol25. Energies are from wB97M-V/def2-TZVPD.

As for the SMILES: C=[S@]([O-])(=N[N+](=O)[O-])c1cccc(N)c1. The orbital gap is 7.6 eV.

ORCA input file:
```
! wB97M-V def2-TZVPD RIJCOSX def2/J DEFGRID3
* xyz -1 1
S 1.62641 -0.43618 1.31899
O 2.88854 -0.77348 0.72179
O 1.48395 3.20429 1.49328
O 1.87346 1.90478 -0.16527
N 1.51913 1.12520 1.87712
N 1.61447 2.09579 1.04394
N -2.89436 0.81084 -0.54070
C -1.65907 0.17405 -0.80034
C 0.53816 -0.42267 -0.13729
C -0.18822 -1.18363 -2.23451
C 0.81123 -1.16085 -1.33840
C -0.64732 0.27123 0.15843
C -1.45800 -0.56374 -1.96859
C 0.79944 -1.53724 2.33954
H -2.04751 -0.48974 -2.89151
H 1.71881 -1.63969 -1.39318
H -2.84436 1.54997 0.15914
H -0.86771 1.03741 0.88975
H 1.46826 -2.07904 2.93981
H 0.11181 -1.01861 2.88528
H -0.13234 -1.76599 -3.14662
H -3.71479 0.89728 -1.21066
*
```

***

No. 3
Here is an isolated ion of composition C5H11NO and charge -1 at a distorted geometry from OMol25. Energies are from wB97M-V/def2-TZVPD.

The expectation value of S² is 0.75. The orbital gap (spin up / spin down) is 3.4 / 6.9 eV.

ORCA input file:
```
! wB97M-V def2-TZVPD RIJCOSX def2/J DEFGRID3
* xyz -1 2
O 0.95787 -2.41935 -1.23600
N -0.13678 0.39535 0.17447
C 2.04956 1.02951 -0.71258
C 1.26478 -1.38933 -0.56069
C -1.47727 -0.15235 0.09412
C -2.34243 0.18120 1.30171
C 0.86295 0.06538 -0.85696
H -1.65120 0.55211 2.04906
H -1.88345 0.24783 -0.88080
H -3.20586 0.86016 1.24837
H -2.78467 -0.75067 1.62933
H 0.39764 0.28681 -1.84941
H 1.86405 -1.40396 0.39101
H 2.75352 0.91626 -1.53937
H 0.21086 0.21883 1.10991
H 2.72849 0.58793 0.06695
H -1.40716 -1.24659 -0.10440
H 1.79910 2.02088 -0.32470
*
```

***

No. 4
Here is a 2-piece molecular cluster, CH3Br2ClP overall at a distorted geometry from OMol25. Energies are from wB97M-V/def2-TZVPD.

The orbital gap (spin up / spin down) is 7.3 / 4.8 eV.

ORCA input file:
```
! wB97M-V def2-TZVPD RIJCOSX def2/J DEFGRID3
* xyz 1 1
Br 2.47351 1.69317 0.72837
Br 2.48838 -1.81881 0.57272
Cl 2.31312 -0.03710 -2.04654
P 1.44406 -0.01383 -0.22680
C -2.09064 0.02384 0.24012
H -2.51097 -0.75487 -0.36791
H -2.21004 -0.10598 1.32941
H -1.90743 1.01357 -0.22938
*
```

***

No. 5
Here is C3H25HfO11 as an isolated structure at a distorted geometry from OMol25. Energies are from wB97M-V/def2-TZVPD.

The orbital gap is 9.4 eV.

ORCA input file:
```
! wB97M-V def2-TZVPD RIJCOSX def2/J DEFGRID3
* xyz 1 1
Hf 0.97832 -1.62118 0.38255
O -2.94168 2.44682 -0.79345
O -0.06768 -0.01318 0.14455
O 0.56232 -1.57318 2.29555
O 1.60032 2.60582 -1.87245
O -1.14568 -2.28118 0.41355
O 0.62832 -2.29518 -1.40045
O 3.41432 2.45982 0.55255
O 2.44332 -0.13918 1.13455
O 2.11832 -0.04218 -1.56845
O -3.31767 -0.56818 1.32155
O -2.44567 -0.16418 -1.86845
C 0.13732 -0.74518 3.32255
C -0.28468 1.28182 0.67955
C 0.63632 -3.30818 -2.40145
H 3.00232 -0.32118 1.90055
H -3.38467 -0.18218 -1.88545
H 2.67532 2.58082 -0.02045
H -1.24068 1.53882 1.07655
H -0.24467 -3.17018 -3.06245
H 2.36132 -0.35318 -2.42245
H 0.56232 -1.01518 4.27155
H -1.96767 -1.85118 0.60855
H -2.30167 0.52882 -1.17545
H 0.48433 1.39982 1.44455
H -4.23568 -0.90618 1.34755
H 0.64332 -4.22918 -1.90345
H -2.86968 2.72282 0.10355
H -2.21268 2.78682 -1.24845
H 0.66232 2.81582 -1.87545
H 1.81132 2.24982 -2.73245
H 2.92732 0.49482 0.62655
H 0.40832 0.29882 3.14155
H -3.34068 0.36782 1.18355
H 1.95232 0.92982 -1.65645
H -0.16068 1.94482 -0.09145
H -0.99268 -0.71118 3.38555
H -1.44668 -3.18918 0.16955
H 1.58832 -3.22318 -2.93745
H 3.00332 2.44882 1.40955
*
```

***

No. 6
Here is C29H26F5N2OPPdSe as an isolated structure from OMol25. Energies are from wB97M-V/def2-TZVPD.

The orbital gap is 7.6 eV.

ORCA input file:
```
! wB97M-V def2-TZVPD RIJCOSX def2/J DEFGRID3
* xyz 2 1
Pd -0.25194 1.79707 0.21310
Se 0.47115 2.48447 -1.97398
P -0.53571 -0.35187 -0.43085
F 5.14723 -0.87401 -3.61834
F 0.96758 0.97185 -4.63995
F 2.87655 1.63556 -0.38624
F 5.04635 0.20692 -1.14338
F 3.11394 -0.50727 -5.36187
O -1.95248 2.74671 -3.16891
N -0.98512 2.26417 2.12727
N -0.56711 3.47383 1.48232
C -0.32269 1.97146 3.45693
C 4.04677 0.39099 -1.98859
C -1.54543 0.39635 -3.01348
C 1.86781 1.29477 -2.48962
C 1.70805 -1.33111 0.82736
C -2.37288 -2.77902 2.29828
C 2.72933 -2.59454 -1.43156
C -0.81870 0.59007 3.85582
C -2.93001 -0.44251 0.90233
C 1.18830 1.97937 3.26865
C -0.76759 3.02479 4.46691
C 2.92074 -1.99811 0.89058
C 1.52284 -1.91564 -1.51220
C -1.67607 -1.90147 -2.34124
C -1.43051 -2.26721 1.41452
C 3.05278 0.01930 -4.15235
C -3.58278 -2.12737 2.48329
C -3.86811 -0.96300 1.77561
C 3.43050 -2.62795 -0.23813
C 1.94980 0.76060 -3.76435
C 1.00291 -1.28490 -0.38283
C -2.30439 -2.22142 -3.53603
C -2.56613 -1.22902 -4.46907
C -1.26407 1.84706 -2.85623
C -1.70280 -1.08790 0.72758
C -2.20339 0.07904 -4.20081
C -1.26442 -0.59633 -2.07230
C 4.10060 -0.15990 -3.26135
C 2.92924 1.10803 -1.61491
H -1.33267 4.12143 1.32030
H -2.60412 -3.24258 -3.72869
H -0.40208 0.32768 4.82725
H 1.30776 -0.86094 1.71879
H 1.59532 2.97429 3.07416
H 4.37553 -3.15169 -0.18194
H 3.46755 -2.03305 1.82329
H 0.98617 -1.88580 -2.45101
H -4.31519 -2.53402 3.16776
H -2.16289 -3.69566 2.83280
H -0.31557 2.81302 5.43499
H 1.65861 1.63440 4.18842
H -1.85120 3.01617 4.59919
H -0.51830 -0.16633 3.13167
H -2.41960 0.86764 -4.90905
H -3.16376 0.45181 0.33122
H -1.90701 0.56669 3.94491
H 0.17575 3.93271 2.00123
H -3.06682 -1.46893 -5.39696
H -0.45614 4.03171 4.18137
H -1.99712 2.24895 2.23449
H -1.51175 -2.67861 -1.60391
H 1.49546 1.31149 2.46017
H -4.82574 -0.47459 1.89852
H -0.49457 -2.79024 1.26524
H 3.12222 -3.09742 -2.30619
*
```

***

Number 1: E_tot -128785.1923 eV. Number 2: E_tot -28831.5355 eV. Number 3: E_tot -8898.7934 eV. Number 4: E_tot -162972.4143 eV. Number 5: E_tot -27342.0206 eV. Number 6: E_tot -127210.0887 eV.